(1)
Here is a 3-piece molecular cluster, C20H23ClN5O12S overall from OMol25. Energies are from ωB97M-V with the def2-TZVPD basis set.

Output
net charge: +1
highest occupied orbital energy: -11.772 eV
E: -2810.55630 hartree
HOMO-LUMO gap: 7.97 eV
max |F|: 0.7 eV Å⁻¹

CARTESIAN COORDINATES (ANGSTROEM)
C 4.60410 0.51901 0.52792
C 3.42658 -0.40783 0.79523
O 2.54237 -0.29400 -0.35243
N 1.45058 -1.10286 -0.22517
C 0.30026 -0.65089 0.24036
N -0.78552 -1.42809 0.37768
C -1.75489 -0.64415 0.80481
N -3.07224 -0.95639 1.02288
C -3.57196 -2.01254 0.09460
C -3.46086 -1.31353 2.41133
C -2.43858 -2.02245 3.25982
O -4.58827 -1.11521 2.74036
N -1.33230 0.62666 0.97372
C -2.03087 1.81290 1.37942
S -2.30590 1.91692 3.18491
O -3.70974 1.86618 3.42321
O -1.45005 2.95108 3.67809
N 0.02095 0.60901 0.62569
Cl 0.94081 2.00190 0.66568
H 4.65097 1.31486 1.27248
H 4.50981 0.97964 -0.45599
H 5.54607 -0.02603 0.57397
H 2.87052 -0.12251 1.69430
H 3.72850 -1.45401 0.89454
H 1.50492 -2.04850 -0.59355
H -3.40074 -1.68767 -0.93038
H -3.09158 -2.97729 0.27534
H -4.64452 -2.09332 0.26378
H -1.40494 -1.74766 3.04920
H -2.54101 -3.09630 3.07350
H -2.67802 -1.83516 4.30670
H -2.99542 1.87549 0.87356
H -1.41688 2.68050 1.13686
H -1.74313 0.72812 3.54370
C 0.10630 -5.36188 -2.69283
C -0.28378 -4.84638 -1.52472
C -1.39787 -5.44378 -0.69465
O -1.65485 -4.85864 0.35073
C -2.07599 -6.61617 -1.17551
C -1.69112 -7.14878 -2.34941
C -0.56898 -6.55469 -3.18031
O -0.29885 -7.12030 -4.21812
O -2.24133 -8.21736 -2.88289
O 0.24642 -3.76230 -0.95611
H 0.90179 -4.94112 -3.29153
H -2.87424 -7.03473 -0.57918
H -1.77396 -8.39219 -3.72459
H -0.26222 -3.63626 -0.12331
C 3.18427 6.38928 -2.39985
C 2.34652 5.43707 -1.97400
C 1.41680 5.64042 -0.79901
O 0.70056 4.68819 -0.50178
C 1.42318 6.89855 -0.10741
C 2.25979 7.86388 -0.53063
C 3.19274 7.66646 -1.71199
O 3.89625 8.60988 -2.00814
O 2.35059 9.05053 0.02665
O 2.24918 4.23396 -2.52895
H 3.85138 6.25188 -3.23888
H 0.75657 7.03345 0.73251
H 3.02359 9.55085 -0.47916
H 1.53824 3.77432 -2.04308



(2)
Here is one molecule with the formula C20H23F2NO5 at a distorted geometry from OMol25. Energies are from ωB97M-V with the def2-TZVPD basis set.

Output
SMILES: O=C(COC(=O)[C@@]12C[C@@H]3C[C@@H](C[C@@](O)(C3)C1)C2)Nc1ccccc1OC(F)F
highest occupied orbital energy: -8.895 eV
E: -1406.69757 hartree
HOMO-LUMO gap: 9.44 eV
max |F|: 1.6 eV Å⁻¹

CARTESIAN COORDINATES (ANGSTROEM)
O 0.27975 -0.01050 4.78299
C 0.14265 -0.28250 3.61493
N -0.67162 0.34997 2.73478
C -1.49958 1.44971 2.92935
C -1.60878 2.12585 4.14073
C -2.44817 3.21894 4.25157
C -3.18414 3.66029 3.16535
C -3.08678 2.99961 1.95206
C -2.25373 1.90341 1.84072
O -2.12467 1.22398 0.59642
C -3.12809 0.40257 0.27081
F -3.26924 -0.61190 1.16685
F -4.33621 1.00720 0.23580
H -2.93374 -0.03959 -0.71961
H -3.65535 3.32596 1.09540
H -3.83619 4.51450 3.25593
H -2.52573 3.73037 5.19853
H -1.03397 1.77882 4.98304
H -0.68971 -0.03376 1.79620
C 0.90894 -1.44513 2.97056
H 0.52243 -2.38527 3.37307
H 1.96894 -1.34839 3.23019
O 0.75590 -1.48252 1.55845
C 1.79075 -1.06311 0.80630
O 2.85327 -0.74161 1.26547
C 1.44024 -0.99509 -0.66953
C 0.15635 -1.74258 -1.02973
C -0.11627 -1.57886 -2.52644
C 1.04752 -2.15470 -3.32952
H 1.18167 -3.21519 -3.11270
H 0.86469 -2.05535 -4.40011
C 2.33677 -1.41084 -2.97665
C 2.17176 0.07888 -3.30152
C 1.00132 0.64995 -2.50351
C -0.28171 -0.09702 -2.86403
H -0.49264 0.01838 -3.92878
H -1.12026 0.32845 -2.30766
C 1.27170 0.49782 -1.00738
H 2.17882 1.03715 -0.72757
H 0.43789 0.91789 -0.43853
H 0.88510 1.71336 -2.73807
H 1.99484 0.19444 -4.37265
H 3.09222 0.61390 -3.05231
O 3.37395 -1.99270 -3.74302
H 4.20475 -1.55645 -3.52320
C 2.61226 -1.56539 -1.47609
H 2.74790 -2.62386 -1.24261
H 3.53081 -1.04091 -1.20178
H -1.03320 -2.11922 -2.78496
H 0.26046 -2.80044 -0.78232
H -0.68387 -1.34851 -0.45521



(3)
Here is C20H23N2W as an isolated structure at a distorted geometry from OMol25. Energies are from ωB97M-V with the def2-TZVPD basis set.

Output
⟨S²⟩: 2.07
net charge: +1
highest occupied orbital energy (alpha / beta): -10.089 / -10.477 eV
E: -952.07743 hartree
spin multiplicity: 3
HOMO-LUMO gap (alpha / beta): 6.51 / 6.47 eV
max |F|: 4.6 eV Å⁻¹

CARTESIAN COORDINATES (ANGSTROEM)
C -0.34744 0.52853 -3.25364
C 0.16213 1.92862 -3.39253
C 0.36789 -0.46662 -4.15435
C -1.82301 0.43097 -3.37460
H 0.08252 -0.28756 -5.21276
H 0.09615 -1.50797 -3.93267
H 1.46450 -0.39849 -4.11576
H -0.06093 2.29817 -4.41202
H 1.24710 2.00518 -3.26230
H -0.32844 2.60586 -2.68448
H -2.12135 0.67572 -4.41034
H -2.32666 1.14216 -2.71285
H -2.18416 -0.58231 -3.17627
C 2.52307 0.08900 0.84009
C 2.35256 -0.62279 -0.37132
C 1.80538 0.28434 -1.32323
H 2.66970 -1.64588 -0.57378
C 1.54923 1.55044 -0.66507
C 1.98563 1.39980 0.69019
H 1.91792 2.17299 1.45464
H 3.03403 -0.31194 1.71505
H 1.82737 0.10981 -2.38891
H 1.15787 2.45046 -1.11756
C -2.06334 -1.26926 0.69467
C -1.07458 -2.20884 1.05534
C -0.15064 -2.34210 -0.02654
H -1.04081 -2.77314 1.98219
C -0.66588 -1.58652 -1.13847
C -1.80675 -0.81462 -0.64134
H -2.44988 -0.16506 -1.21410
H -2.91608 -0.95771 1.28719
H 0.66608 -3.05383 -0.08002
H -0.34457 -1.65619 -2.16185
W 0.07733 0.00569 0.00874
N 2.35461 -0.27620 6.47944
C 1.50061 -0.15675 5.68481
C 0.45337 0.02674 4.69975
C -0.87241 0.24483 5.09148
C -1.78294 0.56342 4.09379
C -1.33961 0.68012 2.78133
N -0.12701 0.26261 2.36756
C 0.76927 -0.02870 3.34793
H -1.15146 0.18753 6.14499
H -2.83362 0.73658 4.30109
H -2.03301 1.03783 2.00827
H 1.78022 -0.30495 3.06824



(4)
Here is one molecule with the formula C20H23N3O2 at a distorted geometry from OMol25. Energies are from ωB97M-V with the def2-TZVPD basis set.

Output
SMILES: COc1c2ccc(C(=O)NCCCCc3ccccc3)cc2nn1C
highest occupied orbital energy: -7.713 eV
E: -1090.66518 hartree
HOMO-LUMO gap: 8.27 eV
max |F|: 1.2 eV Å⁻¹

CARTESIAN COORDINATES (ANGSTROEM)
C 4.51035 3.03351 -1.49523
H 3.50114 3.36643 -1.23656
O 5.11380 2.35343 -0.41818
C 4.50673 1.21802 0.00361
N 5.08885 0.54915 1.01703
N 4.43005 -0.55188 1.37388
C 3.37355 -0.61269 0.56318
C 2.36284 -1.58381 0.51792
C 1.34858 -1.43506 -0.39402
C 1.33763 -0.34192 -1.29727
C 2.31773 0.60854 -1.29103
C 3.35723 0.50207 -0.34786
H 2.28871 1.41907 -2.00390
H 0.55346 -0.28076 -2.03843
C 0.27722 -2.47355 -0.42132
O 0.48766 -3.64378 -0.16852
N -0.95264 -2.00791 -0.75898
H -1.09700 -1.01398 -0.82613
C -2.12462 -2.84946 -0.74355
H -1.76178 -3.87948 -0.77756
H -2.71630 -2.65404 -1.64277
C -2.97733 -2.65835 0.51514
C -3.49426 -1.23274 0.71279
H -4.03584 -1.18930 1.66073
H -2.65450 -0.53828 0.79358
C -4.43467 -0.76410 -0.40500
C -4.96752 0.60477 -0.09219
C -6.13248 0.75945 0.64814
C -6.60264 2.01977 0.97081
C -5.91030 3.14570 0.55920
C -4.74670 3.00324 -0.17672
C -4.27982 1.74125 -0.49804
H -3.37208 1.63738 -1.07675
H -4.20208 3.87780 -0.50236
H -6.27689 4.13026 0.80960
H -7.51218 2.12417 1.54437
H -6.67736 -0.11669 0.97055
H -5.25956 -1.47371 -0.49677
H -3.89889 -0.73687 -1.35533
H -2.37305 -2.93460 1.38155
H -3.82277 -3.34691 0.46133
H 2.38172 -2.42762 1.18808
C 6.29758 0.93108 1.68803
H 6.18035 1.91469 2.14510
H 6.49613 0.18439 2.45281
H 7.12561 0.97094 0.97896
H 5.14070 3.90006 -1.68763
H 4.47232 2.40383 -2.38859



(5)
Here is one molecule with the formula C20H23N3O3 from OMol25. Energies are from ωB97M-V with the def2-TZVPD basis set.

Output
SMILES: Cc1ccnc(C)c1C(=O)NC[C@@H]1Cc2ccccc2CN1C(=O)CO
highest occupied orbital energy: -9.077 eV
E: -1165.96233 hartree
HOMO-LUMO gap: 9.49 eV
max |F|: 0.1 eV Å⁻¹

CARTESIAN COORDINATES (ANGSTROEM)
C -2.74610 1.52983 3.22064
C -3.52064 1.34137 1.94623
C -4.90866 1.26559 1.94518
C -5.57267 1.08828 0.74575
N -4.96165 0.99363 -0.43343
C -3.63324 1.07334 -0.45309
C -2.96079 1.00222 -1.79536
C -2.88341 1.23523 0.71511
C -1.38842 1.33181 0.61578
O -0.81012 2.36687 0.32573
N -0.72340 0.17688 0.86549
C 0.72050 0.11175 0.75416
C 1.18297 0.09640 -0.71110
C 0.81880 -1.19724 -1.42839
C 1.62034 -2.35474 -0.89668
C 1.10894 -3.65072 -0.91156
C 1.84528 -4.71310 -0.41879
C 3.11043 -4.48384 0.10892
C 3.61972 -3.19837 0.13558
C 2.88678 -2.12606 -0.36843
C 3.50271 -0.75090 -0.31695
N 2.61921 0.30470 -0.79733
C 3.18719 1.54977 -0.91297
O 4.37008 1.72207 -0.71072
C 2.25727 2.68820 -1.33843
O 2.98824 3.86870 -1.55348
H -1.89318 2.19188 3.07079
H -3.37931 1.95313 3.99843
H -2.36303 0.57454 3.58602
H -5.46560 1.34993 2.86944
H -6.65505 1.02422 0.72536
H -2.54661 1.97600 -2.06256
H -2.13392 0.28816 -1.79115
H -3.68602 0.70523 -2.54798
H -1.25607 -0.65031 1.07297
H 1.14590 0.98879 1.24506
H 1.06907 -0.77932 1.27759
H 0.68227 0.92144 -1.21218
H -0.24989 -1.39681 -1.31673
H 1.00642 -1.06539 -2.49735
H 0.11811 -3.82066 -1.31830
H 1.43569 -5.71451 -0.44010
H 3.69477 -5.30576 0.50132
H 4.60416 -3.01477 0.55168
H 3.83258 -0.53338 0.70599
H 4.40740 -0.72882 -0.92551
H 1.76604 2.39857 -2.27426
H 1.46802 2.81735 -0.59250
H 2.66888 4.54885 -0.95788



(6)
Here is one molecule with the formula C20H23N3O5S at a distorted geometry from OMol25. Energies are from ωB97M-V with the def2-TZVPD basis set.

Output
SMILES: Cc1ccc(CCNC(=O)CCNS(=O)(=O)c2ccc3c(c2)oc(=O)n3C)cc1
highest occupied orbital energy: -8.978 eV
E: -1714.65138 hartree
HOMO-LUMO gap: 9.32 eV
max |F|: 1.0 eV Å⁻¹

CARTESIAN COORDINATES (ANGSTROEM)
C -3.63981 3.22604 0.68582
C -2.15431 3.08642 0.75000
C -1.54351 2.53087 1.86792
C -0.17641 2.32501 1.90019
C 0.62975 2.67613 0.82089
C 0.02663 3.26659 -0.28213
C -1.34614 3.45897 -0.31699
H -1.79325 3.91303 -1.18999
H 0.61778 3.57467 -1.13047
C 2.11001 2.40058 0.88247
H 2.28729 1.60701 1.61352
H 2.63484 3.29266 1.23610
C 2.72369 1.99464 -0.46076
N 1.97915 0.93078 -1.09996
C 1.41442 1.06996 -2.31853
O 1.52938 2.07546 -2.98754
C 0.61835 -0.13291 -2.80558
H 1.05642 -0.45735 -3.75109
C -0.83624 0.28379 -3.07890
N -1.58753 0.62684 -1.90150
S -2.35417 -0.55789 -1.05688
O -2.98831 -1.43152 -1.99691
O -3.13983 0.08858 -0.05087
C -1.05373 -1.48985 -0.23349
C -0.82670 -2.80833 -0.58776
C 0.19093 -3.54350 0.00517
C 0.96579 -2.89420 0.95071
C 0.72044 -1.55463 1.29748
C -0.29801 -0.82816 0.72224
H -0.51612 0.19088 0.99617
O 1.63545 -1.16130 2.23065
C 2.44995 -2.22607 2.49431
O 3.36325 -2.21274 3.26513
N 2.04158 -3.28705 1.71144
C 2.66617 -4.58103 1.74018
H 1.94820 -5.34266 2.04784
H 3.48046 -4.53363 2.46178
H 3.06340 -4.83373 0.75585
H 0.36938 -4.57267 -0.25900
H -1.46719 -3.24475 -1.33719
H -1.26436 1.41205 -1.35419
H -1.38446 -0.53670 -3.54517
H -0.82870 1.14439 -3.75360
H 0.65711 -0.95799 -2.09427
H 1.81084 0.09972 -0.55572
H 2.73049 2.82910 -1.16399
H 3.75796 1.67011 -0.30001
H 0.27730 1.88195 2.77668
H -2.14888 2.24148 2.71408
H -4.06197 2.25247 0.43363
H -3.93636 3.94292 -0.07561
H -4.04553 3.53439 1.64687



Please write out number 1 again, unchanged.
Here is a 3-piece molecular cluster, C20H23ClN5O12S overall from OMol25. Energies are from ωB97M-V with the def2-TZVPD basis set.

Output
net charge: +1
highest occupied orbital energy: -11.772 eV
E: -2810.55630 hartree
HOMO-LUMO gap: 7.97 eV
max |F|: 0.7 eV Å⁻¹

CARTESIAN COORDINATES (ANGSTROEM)
C 4.60410 0.51901 0.52792
C 3.42658 -0.40783 0.79523
O 2.54237 -0.29400 -0.35243
N 1.45058 -1.10286 -0.22517
C 0.30026 -0.65089 0.24036
N -0.78552 -1.42809 0.37768
C -1.75489 -0.64415 0.80481
N -3.07224 -0.95639 1.02288
C -3.57196 -2.01254 0.09460
C -3.46086 -1.31353 2.41133
C -2.43858 -2.02245 3.25982
O -4.58827 -1.11521 2.74036
N -1.33230 0.62666 0.97372
C -2.03087 1.81290 1.37942
S -2.30590 1.91692 3.18491
O -3.70974 1.86618 3.42321
O -1.45005 2.95108 3.67809
N 0.02095 0.60901 0.62569
Cl 0.94081 2.00190 0.66568
H 4.65097 1.31486 1.27248
H 4.50981 0.97964 -0.45599
H 5.54607 -0.02603 0.57397
H 2.87052 -0.12251 1.69430
H 3.72850 -1.45401 0.89454
H 1.50492 -2.04850 -0.59355
H -3.40074 -1.68767 -0.93038
H -3.09158 -2.97729 0.27534
H -4.64452 -2.09332 0.26378
H -1.40494 -1.74766 3.04920
H -2.54101 -3.09630 3.07350
H -2.67802 -1.83516 4.30670
H -2.99542 1.87549 0.87356
H -1.41688 2.68050 1.13686
H -1.74313 0.72812 3.54370
C 0.10630 -5.36188 -2.69283
C -0.28378 -4.84638 -1.52472
C -1.39787 -5.44378 -0.69465
O -1.65485 -4.85864 0.35073
C -2.07599 -6.61617 -1.17551
C -1.69112 -7.14878 -2.34941
C -0.56898 -6.55469 -3.18031
O -0.29885 -7.12030 -4.21812
O -2.24133 -8.21736 -2.88289
O 0.24642 -3.76230 -0.95611
H 0.90179 -4.94112 -3.29153
H -2.87424 -7.03473 -0.57918
H -1.77396 -8.39219 -3.72459
H -0.26222 -3.63626 -0.12331
C 3.18427 6.38928 -2.39985
C 2.34652 5.43707 -1.97400
C 1.41680 5.64042 -0.79901
O 0.70056 4.68819 -0.50178
C 1.42318 6.89855 -0.10741
C 2.25979 7.86388 -0.53063
C 3.19274 7.66646 -1.71199
O 3.89625 8.60988 -2.00814
O 2.35059 9.05053 0.02665
O 2.24918 4.23396 -2.52895
H 3.85138 6.25188 -3.23888
H 0.75657 7.03345 0.73251
H 3.02359 9.55085 -0.47916
H 1.53824 3.77432 -2.04308



> Number 4 is which compound?

C20H23N3O2



> Look up the max |F| of the fourth one.

1.2 eV Å⁻¹



What did the fifth record say?
Here is one molecule with the formula C20H23N3O3 from OMol25. Energies are from ωB97M-V with the def2-TZVPD basis set.

Output
SMILES: Cc1ccnc(C)c1C(=O)NC[C@@H]1Cc2ccccc2CN1C(=O)CO
highest occupied orbital energy: -9.077 eV
E: -1165.96233 hartree
HOMO-LUMO gap: 9.49 eV
max |F|: 0.1 eV Å⁻¹

CARTESIAN COORDINATES (ANGSTROEM)
C -2.74610 1.52983 3.22064
C -3.52064 1.34137 1.94623
C -4.90866 1.26559 1.94518
C -5.57267 1.08828 0.74575
N -4.96165 0.99363 -0.43343
C -3.63324 1.07334 -0.45309
C -2.96079 1.00222 -1.79536
C -2.88341 1.23523 0.71511
C -1.38842 1.33181 0.61578
O -0.81012 2.36687 0.32573
N -0.72340 0.17688 0.86549
C 0.72050 0.11175 0.75416
C 1.18297 0.09640 -0.71110
C 0.81880 -1.19724 -1.42839
C 1.62034 -2.35474 -0.89668
C 1.10894 -3.65072 -0.91156
C 1.84528 -4.71310 -0.41879
C 3.11043 -4.48384 0.10892
C 3.61972 -3.19837 0.13558
C 2.88678 -2.12606 -0.36843
C 3.50271 -0.75090 -0.31695
N 2.61921 0.30470 -0.79733
C 3.18719 1.54977 -0.91297
O 4.37008 1.72207 -0.71072
C 2.25727 2.68820 -1.33843
O 2.98824 3.86870 -1.55348
H -1.89318 2.19188 3.07079
H -3.37931 1.95313 3.99843
H -2.36303 0.57454 3.58602
H -5.46560 1.34993 2.86944
H -6.65505 1.02422 0.72536
H -2.54661 1.97600 -2.06256
H -2.13392 0.28816 -1.79115
H -3.68602 0.70523 -2.54798
H -1.25607 -0.65031 1.07297
H 1.14590 0.98879 1.24506
H 1.06907 -0.77932 1.27759
H 0.68227 0.92144 -1.21218
H -0.24989 -1.39681 -1.31673
H 1.00642 -1.06539 -2.49735
H 0.11811 -3.82066 -1.31830
H 1.43569 -5.71451 -0.44010
H 3.69477 -5.30576 0.50132
H 4.60416 -3.01477 0.55168
H 3.83258 -0.53338 0.70599
H 4.40740 -0.72882 -0.92551
H 1.76604 2.39857 -2.27426
H 1.46802 2.81735 -0.59250
H 2.66888 4.54885 -0.95788